(1)
ORCA calculation (the ωB97M-V functional and the def2-TZVPD basis) on a cluster of 2 separate species, H6N2OSi in total in a non-equilibrium geometry.

M = 78.1 g mol⁻¹
energy relative to the best compared isomer or geometry (same formula, charge and spin) = 3.910 eV
LUMO energy = 0.10 eV

Geometry (Å):
N 0.1552 1.4592 -0.1077
N 1.3850 -1.2361 -0.1707
O -2.3900 0.3622 -0.3957
Si 0.1877 -0.2397 0.4629
H -0.8202 1.5935 -0.3889
H 0.9348 1.9181 -0.5096
H 2.0267 -1.5791 0.5847
H 1.8313 -1.3009 -1.0676
H -3.0874 -0.1564 -0.0508
H -0.2230 -0.8208 1.6434

(2)
ORCA calculation (the ωB97M-V functional and the def2-TZVPD basis) on a cluster of 2 separate species, C5H13NO in total in a non-equilibrium geometry.

M = 103.2 g mol⁻¹
energy relative to the best compared isomer or geometry (same formula, charge and spin) = 1.391 eV
LUMO energy (spin up / spin down) = -3.99 / -8.80 eV
multiplicity = 2
charge = +1
⟨S²⟩ = 0.76

Geometry (Å):
C -0.0025 -0.1841 1.3762
C -1.0283 0.1421 2.4812
C 0.8540 0.9383 0.8907
O 1.2814 0.9771 -0.3024
N 1.2257 1.9424 1.6617
H 0.6248 -1.0576 1.5630
H -0.5366 -0.5134 0.4808
H -1.2592 -0.7662 3.0162
H -1.9451 0.4950 2.0382
H 1.9094 2.5800 1.2761
H 0.7642 2.1558 2.5318
H -0.6470 0.8854 3.1888
C -0.9255 -1.0044 -2.5054
C 0.5897 -0.9123 -2.4943
H -1.2654 -1.9613 -2.1114
H -1.4105 -0.2048 -1.9459
H -1.2731 -0.9047 -3.5286
H 1.0280 -0.5098 -1.5572
H 0.9356 -0.2519 -3.2833
H 1.0805 -1.8458 -2.7763

(3)
ORCA calculation (the ωB97M-V functional and the def2-TZVPD basis) on the ion C3H9NS with charge +1 in a non-equilibrium geometry.

M = 91.2 g mol⁻¹
energy relative to the best compared isomer or geometry (same formula, charge and spin) = 1.122 eV
LUMO energy (spin up / spin down) = -4.36 / -9.30 eV
multiplicity = 2
charge = +1
⟨S²⟩ = 0.75

Geometry (Å):
C -0.3851 1.0487 -1.5576
C -0.0455 0.5310 -0.1876
C -0.1608 -1.0332 0.0578
S 0.3691 -1.5747 1.6468
N -0.1557 2.5176 -1.5294
H 0.1614 0.6772 -2.4457
H -1.4074 0.8069 -1.8482
H -0.5498 1.1458 0.5640
H 1.0146 0.8001 -0.0420
H -1.2116 -1.3097 -0.2597
H 0.5062 -1.5398 -0.6727
H -0.8900 -1.5869 2.1332
H 0.8176 2.6910 -1.3029
H -0.1502 2.8865 -2.4778

(4)
ORCA calculation (the ωB97M-V functional and the def2-TZVPD basis) on the molecule C2H5NO2S in a non-equilibrium geometry.

M = 107.1 g mol⁻¹
energy relative to the best compared isomer or geometry (same formula, charge and spin) = 3.448 eV
LUMO energy = -0.28 eV

Geometry (Å):
C -0.5814 0.4343 -0.0609
C -0.0830 0.5912 1.3619
N 0.8804 0.2989 -1.4204
O -1.0939 -1.4047 -2.0553
O 0.4621 -1.9951 -0.2782
S -0.1088 -0.9657 -1.0577
H -1.2646 1.0624 -0.6404
H 1.0162 0.2943 1.4319
H -0.5609 -0.1702 1.9310
H -0.3874 1.5778 1.6773
H 1.7214 0.2768 -0.8891

(5)
ORCA calculation (the ωB97M-V functional and the def2-TZVPD basis) on a structure of composition C2H5NO2S in a non-equilibrium geometry.

M = 107.1 g mol⁻¹
energy relative to the best compared isomer or geometry (same formula, charge and spin) = 0.127 eV
LUMO energy (spin up / spin down) = 0.57 / -1.05 eV
multiplicity = 3
⟨S²⟩ = 2.01

Geometry (Å):
C 1.1799 -0.1203 -0.6353
C -0.1086 -0.0309 0.1390
N -1.2925 -0.6178 -0.7442
O -2.1684 -1.1855 -0.1421
O -0.1007 -0.4140 1.4360
S -0.9044 1.6463 -0.1503
H 1.9057 0.6086 -0.2740
H 1.5921 -1.1238 -0.5309
H 0.9766 0.0712 -1.6866
H 0.7787 -0.3064 1.8203
H -1.8584 1.4725 0.7681

(6)
ORCA calculation (the ωB97M-V functional and the def2-TZVPD basis) on a structure of composition C19H17BrN7O2SV.

M = 538.3 g mol⁻¹
energy relative to the best compared isomer or geometry (same formula, charge and spin) = 0.839 eV
LUMO energy (spin up / spin down) = -3.22 / -3.33 eV
multiplicity = 2
charge = +1
⟨S²⟩ = 0.76

Geometry (Å):
V -0.5787 0.3431 -0.4144
C 0.6739 -2.0926 4.8674
C 1.2346 -1.8433 3.5220
N 1.9247 -2.6777 2.8066
N 2.1894 -1.9960 1.6557
C 1.6855 -0.7652 1.6358
S 1.8419 0.4028 0.4056
N 1.0732 -0.6582 2.8398
N 0.3892 0.4398 3.3448
H 1.0216 -3.0587 5.2220
H -0.4154 -2.0891 4.8293
H 0.9847 -1.3085 5.5560
H 2.7481 -2.4141 0.9308
H -0.4974 0.4791 2.8424
H 0.9381 1.2670 3.1336
Br 1.0413 4.1294 -0.3015
C -0.6415 3.6866 0.4223
C -1.4026 4.6508 1.0625
C -2.6257 4.2715 1.5943
C -3.0564 2.9540 1.4902
C -2.2271 2.0754 0.8338
N -1.0453 2.4318 0.2979
C -2.3001 0.5912 0.5800
O -1.6606 -0.1508 1.4138
O -2.6472 0.1890 -0.5876
H -1.0406 5.6649 1.1390
H -3.2396 5.0066 2.0976
H -3.9974 2.6245 1.9059
C 0.1648 -3.9211 -0.7338
C 0.8717 -4.0108 -1.9216
C 1.0158 -2.8826 -2.7155
C 0.4574 -1.6885 -2.2917
N -0.2026 -1.6042 -1.1253
C -0.3617 -2.6934 -0.3722
C 0.5185 -0.4271 -3.0611
C 0.9563 -0.3587 -4.3737
C 0.9435 0.8622 -5.0268
C 0.4847 1.9815 -4.3532
C 0.0599 1.8358 -3.0463
N 0.0826 0.6653 -2.4048
H 0.0122 -4.7831 -0.1004
H 1.3024 -4.9521 -2.2355
H 1.5651 -2.9374 -3.6437
H -0.9353 -2.5574 0.5368
H 1.2867 -1.2477 -4.8901
H 1.2759 0.9339 -6.0534
H 0.4476 2.9514 -4.8273
H -0.3161 2.6808 -2.4859

(7)
ORCA calculation (the ωB97M-V functional and the def2-TZVPD basis) on a structure of composition C24H37BF4KN5OSSi.

M = 597.6 g mol⁻¹
energy relative to the best compared isomer or geometry (same formula, charge and spin) = 0.015 eV
LUMO energy = 4.31 eV
charge = -2

Geometry (Å):
K -1.1277 0.5733 -0.0442
C -1.4121 -0.5784 6.4052
Si 0.0805 -0.4207 5.2704
C 0.4976 1.3771 4.9269
C 1.5475 -1.0929 6.2642
C -0.0633 -1.4883 3.7386
C 0.8196 -2.5265 3.4955
C 0.7204 -3.3043 2.3443
C -0.2948 -2.9999 1.4588
N -1.1653 -2.0056 1.6526
C -1.0765 -1.2389 2.7654
S -2.2016 0.0576 2.9512
H -1.2698 0.0055 7.3198
H -1.5606 -1.6239 6.6886
H -2.3092 -0.2304 5.8950
H 0.6247 1.9210 5.8683
H -0.2927 1.8480 4.3444
H 1.4303 1.4526 4.3624
H 1.6709 -0.4993 7.1749
H 2.4806 -1.0289 5.6984
H 1.4015 -2.1346 6.5614
H 1.6121 -2.7368 4.2075
H 1.4092 -4.1123 2.1373
H -0.4477 -3.5637 0.5434
C -4.6720 -1.6468 -2.9569
N -3.7832 -2.6889 -2.5033
C -3.1650 -3.6243 -3.4054
C -2.1682 -4.3349 -2.4772
O -1.4954 -5.2882 -2.8323
N -2.1889 -3.7268 -1.2606
C -3.1168 -2.7622 -1.3207
N -3.3819 -1.9691 -0.2884
H -5.4540 -2.0926 -3.5766
H -4.1443 -0.8863 -3.5378
H -5.1427 -1.1455 -2.1165
H -2.6340 -3.1206 -4.2197
H -3.8774 -4.3349 -3.8315
H -2.7276 -2.0233 0.5052
H -3.9444 -1.1346 -0.4007
C -0.5335 2.6613 -4.9972
C 0.6927 2.5128 -4.1319
C 1.9528 2.8990 -4.6282
C 3.0636 2.7330 -3.8181
C 4.4281 3.1483 -4.3169
C 2.9526 2.1969 -2.5377
C 1.7003 1.7881 -1.9840
C 0.5840 1.9865 -2.8723
N 1.4319 1.2551 -0.7860
C 2.4824 1.0058 0.1907
C 1.7901 0.3862 1.4126
C 3.1701 2.2931 0.6860
C 3.5237 -0.0294 -0.2792
H -0.6549 3.6946 -5.3343
H -1.4340 2.3714 -4.4554
H -0.4566 2.0365 -5.8919
H 2.0539 3.3127 -5.6273
H 4.3915 3.4250 -5.3724
H 5.1542 2.3392 -4.2020
H 4.8091 4.0069 -3.7565
H 3.8659 2.0951 -1.9697
H -0.4013 1.6970 -2.5202
H 1.0347 1.0666 1.8164
H 2.5051 0.1661 2.2115
H 1.3048 -0.5542 1.1372
H 2.4111 2.9635 1.0958
H 3.6861 2.8257 -0.1108
H 3.8939 2.0676 1.4768
H 3.0076 -0.9567 -0.5379
H 4.2396 -0.2462 0.5212
H 4.0785 0.2958 -1.1569
F -3.3715 2.3906 -0.4767
B -3.9919 1.5620 -1.4155
F -4.7242 2.2876 -2.3504
F -2.9714 0.8089 -2.0713
F -4.8464 0.6369 -0.7556